Formula: C24H31BN13OSTi
Source: the Open Molecules 2025 dataset
Level of theory: ωB97M-V/def2-TZVPD

Output
Electronic energy ... -81441.588 eV
LUMO (spin up / spin down) ... 0.4256 / -1.2023 eV
Relative energy (zero: lowest compared OMol25 entry of this formula, charge and spin) ... 66.7 kJ/mol
2S+1 ... 2
<S²> ... 0.7562

CARTESIAN COORDINATES (ANGSTROEM)
H (-2.175, 3.767, -2.425)
C (-3.539, 0.482, -1.718)
H (1.932, -3.171, -1.348)
C (-2.176, 0.643, -1.978)
N (3.146, 3.873, -1.712)
N (-3.039, -2.402, 1.315)
C (-1.279, 3.671, -1.819)
N (0.256, -0.531, 1.452)
H (-1.893, 2.890, 3.398)
H (-1.840, -1.478, 3.696)
O (0.503, 1.883, -0.267)
C (2.041, 3.571, -2.407)
N (-0.192, 3.963, -2.407)
N (2.502, -0.182, -0.461)
H (5.711, 0.844, -0.692)
H (-3.289, 4.368, -0.359)
H (-4.372, 0.907, -2.249)
C (-1.430, 3.311, -0.408)
H (3.998, 3.388, -1.929)
N (-2.314, -0.643, -0.269)
S (2.057, 2.620, -3.778)
H (0.575, -0.647, 4.709)
C (0.403, -4.462, -0.336)
C (0.260, -0.693, 3.682)
H (-1.691, 1.229, -2.744)
C (-3.580, -0.347, -0.617)
C (0.990, -3.299, -0.840)
C (4.298, -0.701, 1.091)
N (-0.949, -1.001, 1.856)
C (-0.961, -1.113, 3.196)
H (4.077, -1.292, -2.305)
Ti (0.816, -0.007, -0.586)
C (-0.497, 2.534, 0.316)
H (1.268, 0.467, -3.193)
H (4.362, 1.176, -1.804)
C (-3.805, -3.301, 0.645)
H (-3.635, 4.083, 2.068)
H (3.057, 4.382, -0.849)
N (-0.869, -2.693, 0.056)
H (0.007, -0.619, -3.188)
H (4.293, 1.757, -0.127)
H (-4.416, -0.744, -0.066)
C (0.989, -0.349, 2.542)
H (0.778, -5.469, -0.379)
N (0.947, 4.211, -1.863)
N (0.895, -0.383, -2.761)
H (-1.525, -4.566, 0.779)
C (-4.962, -3.489, 1.356)
H (-3.483, -3.721, -0.294)
C (-0.682, 2.448, 1.706)
H (4.070, 0.138, 1.751)
C (-0.767, -4.023, 0.242)
C (-4.824, -2.630, 2.464)
C (-2.563, 3.822, 0.234)
H (3.960, -2.443, -0.955)
H (1.545, -1.143, -2.921)
N (-3.679, -1.974, 2.429)
H (1.987, 0.044, 2.451)
H (0.055, 1.918, 2.289)
C (3.927, -0.358, -0.353)
B (-1.821, -1.676, 0.770)
H (-5.781, -4.143, 1.117)
H (5.366, -0.915, 1.173)
H (5.475, -1.589, -1.264)
H (-5.508, -2.467, 3.281)
C (4.387, -1.492, -1.277)
C (-1.784, 3.000, 2.326)
C (4.625, 0.941, -0.770)
N (0.229, -2.242, -0.595)
C (-2.756, 3.673, 1.591)
H (3.738, -1.575, 1.429)
N (-1.448, -0.030, -1.096)